C9H13AsBF5N2O5RuS4 | ωB97M-V/def2-TZVPD

E_HOMO (spin up / spin down): -4.06 / -4.10 eV
HOMO-LUMO gap (spin up / spin down): 6.452 / 5.827 eV
Net charge: -1
Total energy: -5284.48474 hartree
Relative energy (zero: lowest compared OMol25 entry of this formula, charge and spin): 0.0 kcal/mol
Multiplicity: 2

Each line ends with the Löwdin charge.
Cartesian coordinates (Å):
Ru  0.508  2.320  -1.114  0.660
S  2.756  2.011  -1.200  -0.002
S  3.641  3.697  -0.396  -0.123
S  2.370  5.241  -0.697  -0.082
S  0.601  4.522  -1.359  0.116
F  -3.140  0.720  -1.327  0.105
B  -3.097  2.124  -1.195  -1.218
F  -3.540  2.506  0.070  0.117
F  -3.794  2.755  -2.203  0.141
F  -1.688  2.498  -1.307  -0.043
C  0.105  2.078  3.643  -0.209
As  0.158  1.287  1.894  1.040
C  1.558  -0.011  2.048  -0.195
C  -1.587  0.551  1.665  -0.175
O  0.590  2.576  0.898  -0.649
H  -0.170  1.331  4.387  0.038
H  -0.635  2.877  3.633  0.042
H  1.080  2.501  3.877  0.039
H  1.220  -0.838  2.673  0.040
H  2.399  0.496  2.519  0.042
H  1.841  -0.360  1.060  0.018
H  -1.622  -0.448  2.097  0.040
H  -1.829  0.493  0.611  0.013
H  -2.287  1.225  2.152  0.049
F  2.793  -4.218  -2.452  0.087
C  1.731  -3.805  -1.752  -0.189
C  0.891  -2.889  -2.238  0.057
N  -0.230  -2.468  -1.557  0.012
C  -0.989  -1.341  -2.106  -0.022
C  -0.229  -0.045  -1.895  -0.651
O  -0.045  0.727  -2.846  -0.015
O  0.220  0.202  -0.729  -0.189
C  -0.485  -2.899  -0.273  -0.463
O  -1.409  -2.514  0.411  0.086
N  0.404  -3.861  0.189  0.215
C  1.523  -4.396  -0.438  -0.407
O  2.209  -5.244  0.088  0.090
H  1.062  -2.429  -3.203  0.158
H  -1.937  -1.272  -1.579  0.124
H  -1.162  -1.501  -3.167  0.138
H  0.213  -4.201  1.120  0.163